[1]
This record from the OMol25 dataset describes a structure of composition C26H15Br2CdF2N7O2S2. The level of theory is the ωB97M-V functional and the def2-TZVPD basis.

Molecular weight in g mol⁻¹: 831.80
Net charge: -2
LUMO in Ha: 0.1200
Gap between HOMO and LUMO in eV: 4.600
Relative energy (zero: lowest compared OMol25 entry of this formula, charge and spin) in eV: 0.436

```
57
C26H15Br2CdF2N7O2S2 the ωB97M-V functional and the def2-TZVPD basis
Cd 0.297 -0.316 -0.594
Br -3.237 4.146 4.339
C -2.360 3.088 3.006
C -3.125 2.461 2.030
C -2.424 1.679 1.115
N -1.121 1.550 1.096
C -0.378 2.198 2.015
C -0.997 2.958 3.033
C 1.060 2.102 1.870
C 1.948 2.850 2.666
C 3.297 2.714 2.440
Br 4.503 3.708 3.524
C 3.775 1.900 1.427
C 2.818 1.215 0.683
N 1.523 1.290 0.899
H -4.196 2.576 1.986
H -2.955 1.132 0.350
H -0.422 3.426 3.817
H 1.601 3.528 3.430
H 4.827 1.782 1.231
H 3.125 0.577 -0.134
S 2.550 -2.099 0.300
C 4.009 -1.879 -0.588
S 3.998 -2.288 -2.240
C 5.177 -1.430 0.033
C 5.245 -1.053 1.374
N 5.384 -0.704 2.468
C 6.383 -1.302 -0.653
N 7.409 -1.192 -1.173
F -1.521 -3.501 3.558
C -1.821 -2.884 2.379
C -0.846 -2.206 1.677
C -1.140 -1.589 0.463
C -2.456 -1.692 -0.028
C -3.418 -2.360 0.725
F -4.729 -2.417 0.322
C -3.128 -2.957 1.935
C -2.765 -1.077 -1.332
C -3.682 -1.631 -2.227
C -3.912 -0.994 -3.432
C -3.213 0.167 -3.722
C -2.321 0.647 -2.773
N -2.109 0.049 -1.619
H 0.157 -2.172 2.075
H -3.894 -3.451 2.511
H -4.198 -2.545 -1.981
H -4.628 -1.397 -4.136
H -3.346 0.689 -4.657
H -1.753 1.551 -2.942
N 0.875 -1.658 -2.633
N 0.565 -0.770 -3.697
C 0.735 0.639 -3.468
O 0.731 1.322 -4.490
O 0.812 1.031 -2.280
H 1.898 -1.819 -2.553
H 0.435 -2.560 -2.823
H 0.958 -1.031 -4.601
```



[2]
This record from the OMol25 dataset describes a cluster of 3 separate species, C4H15NO2 in total. The level of theory is the ωB97M-V functional and the def2-TZVPD basis.

Molecular weight in g mol⁻¹: 109.17
Net charge: -1
Spin multiplicity: 2
LUMO (spin up / spin down) in Ha: 0.1235 / 0.1187
Expectation value of S²: 0.75
Gap between HOMO and LUMO (spin up / spin down) in eV: 2.315 / 9.078
Relative energy (zero: lowest compared OMol25 entry of this formula, charge and spin) in eV: 1.086

```
22
C4H15NO2 the ωB97M-V functional and the def2-TZVPD basis
C -0.472 -1.653 -2.033
C -0.837 -1.068 -0.677
C 0.264 -0.324 0.067
C -0.259 -0.021 1.485
N -2.029 -0.243 -0.901
H -1.404 -2.077 -2.418
H -0.050 -0.961 -2.773
H 0.299 -2.441 -2.067
H -1.225 -1.916 -0.097
H 1.158 -0.931 0.151
H 0.406 0.689 -0.329
H -1.128 0.624 1.531
H -0.525 -0.974 1.935
H 0.442 0.593 2.051
H -1.889 0.715 -1.212
H -2.603 -0.136 -0.079
H 3.997 -0.539 -0.300
H 2.676 -0.481 -0.603
O 3.349 0.181 -0.373
H -0.609 2.346 1.163
H -1.197 2.742 2.632
O -0.432 2.692 2.045
```



[3]
This record from the OMol25 dataset describes a cluster of 11 separate species, C32H72N8O9 in total. The level of theory is the ωB97M-V functional and the def2-TZVPD basis.

Molecular weight in g mol⁻¹: 712.97
Net charge: 0
LUMO in Ha: -0.0299
Gap between HOMO and LUMO in eV: 6.473

```
121
C32H72N8O9 the ωB97M-V functional and the def2-TZVPD basis
C -5.642 -2.373 2.901
N -4.597 -1.888 1.783
C -4.128 -0.425 2.151
C -3.418 -2.889 1.775
C -5.368 -1.881 0.385
C -4.565 -1.482 -0.877
O -4.250 -0.143 -0.856
H -6.444 -1.635 2.915
H -5.043 -2.454 3.808
H -6.098 -3.339 2.686
H -3.839 -0.431 3.201
H -5.065 0.110 1.997
H -3.252 -0.074 1.606
H -2.739 -2.594 0.975
H -3.858 -3.866 1.575
H -2.979 -2.841 2.772
H -6.260 -1.260 0.470
H -5.609 -2.943 0.335
H -5.033 -1.715 -1.833
H -3.617 -2.015 -0.949
H -3.302 -0.064 -0.726
C 0.076 -0.415 1.108
C -0.149 0.161 -0.269
O -1.482 0.374 -0.663
H -0.331 -1.426 1.127
H -0.380 0.180 1.898
H 1.120 -0.597 1.366
H 0.481 -0.418 -0.945
H 0.426 1.075 -0.423
C 3.280 -1.418 3.112
O 3.428 -0.613 4.035
N 3.154 -2.770 3.323
C 2.935 -3.769 2.268
C 3.179 -3.322 4.613
H 3.218 -1.043 2.079
H 3.460 -4.707 2.444
H 3.369 -3.332 1.369
H 1.882 -3.987 2.088
H 3.814 -4.209 4.593
H 3.781 -2.690 5.266
H 2.183 -3.604 4.955
C 2.599 2.670 -5.055
O 3.558 3.400 -4.852
N 1.835 2.258 -4.051
C 0.732 1.292 -4.245
C 1.926 2.789 -2.708
H 2.370 2.149 -5.998
H 0.734 0.979 -5.289
H -0.281 1.644 -4.051
H 0.999 0.425 -3.641
H 2.165 1.940 -2.068
H 2.711 3.540 -2.619
H 0.981 3.191 -2.342
C 5.532 -0.681 -0.277
O 5.286 -1.773 0.211
N 4.846 -0.143 -1.283
C 3.708 -0.824 -1.951
C 5.249 1.095 -1.879
H 6.364 -0.013 -0.006
H 3.451 -1.741 -1.420
H 3.948 -1.003 -2.999
H 2.780 -0.254 -1.996
H 4.374 1.743 -1.842
H 5.941 1.699 -1.292
H 5.651 0.827 -2.856
C -1.294 4.206 -0.906
O -0.708 5.089 -1.475
N -1.525 4.300 0.432
C -2.247 3.241 1.112
C -1.051 5.469 1.158
H -1.598 3.251 -1.362
H -1.586 2.825 1.873
H -2.529 2.350 0.552
H -3.123 3.701 1.569
H -1.902 6.005 1.578
H -0.346 5.114 1.911
H -0.471 6.234 0.642
C -3.378 1.714 -3.377
O -3.939 2.834 -3.562
N -3.254 0.751 -4.301
C -2.455 -0.447 -4.130
C -3.784 0.949 -5.670
H -2.927 1.465 -2.403
H -2.931 -1.398 -4.370
H -2.093 -0.508 -3.104
H -1.600 -0.432 -4.806
H -4.185 1.916 -5.973
H -3.014 0.812 -6.429
H -4.634 0.286 -5.831
C -0.082 -3.251 -2.069
C 0.570 -3.791 -3.381
O -0.121 -3.954 -4.408
C 2.050 -4.149 -3.350
H -0.957 -2.650 -2.318
H 0.701 -2.666 -1.585
H -0.357 -4.104 -1.448
H 2.179 -4.869 -4.159
H 2.495 -4.492 -2.416
H 2.581 -3.298 -3.777
C 2.035 3.718 0.608
C 3.380 3.089 0.911
O 4.434 3.351 0.322
C 3.401 1.824 1.784
H 1.585 4.066 1.537
H 1.326 3.033 0.142
H 2.173 4.709 0.175
H 2.916 1.053 1.185
H 2.923 1.884 2.762
H 4.409 1.424 1.895
C 1.016 1.692 4.755
C 0.806 3.113 4.441
N 0.700 4.232 4.158
H 2.016 1.406 5.081
H 0.685 1.005 3.976
H 0.397 1.495 5.631
C -0.996 -3.158 5.394
C -1.158 -1.758 4.947
N -1.267 -0.666 4.630
H -0.192 -3.193 6.130
H -0.972 -3.783 4.501
H -1.899 -3.520 5.886
```



[4]
This record from the OMol25 dataset describes a structure of composition C3H10BrPZr. The level of theory is the ωB97M-V functional and the def2-TZVPD basis.

Molecular weight in g mol⁻¹: 248.21
Net charge: +4
LUMO in Ha: -0.7718
Gap between HOMO and LUMO in eV: 5.037

```
16
C3H10BrPZr the ωB97M-V functional and the def2-TZVPD basis
C -1.381 -1.238 0.080
C -0.126 -0.968 -0.829
C 0.091 0.529 -1.160
P 0.900 1.543 0.837
Br 1.133 0.837 -2.583
H -1.713 -2.287 0.010
H -2.170 -0.547 -0.246
H -1.258 -1.033 1.189
H -0.302 -1.461 -1.800
H 0.816 -1.463 -0.449
H -0.837 1.117 -1.295
H 1.129 2.828 0.266
H 1.915 0.403 0.771
H -0.363 1.382 1.422
H 1.458 1.871 2.134
Zr 0.708 -1.514 1.653
```